# 1
Molecular formula: C3H8N2O2
Method: DFT, ωB97M-V/def2-TZVPD

Results
SMILES: c1c[nH]cn1.O.O
HOMO level in eV: -9.257

Positions of all 15 atoms, in Å:
H 0.36810 -1.35572 0.29916
C 0.16587 0.97900 1.61328
H 1.97077 -0.13415 -3.20626
C -1.34759 0.73088 0.00137
H 0.87678 -0.16299 -2.12299
O 1.49153 0.40346 -2.57244
H 0.61880 -2.83356 0.45426
H -1.99330 1.01198 -0.80981
H 0.88828 1.44523 2.25851
H -2.06813 -1.16135 0.89434
N -0.33212 1.49477 0.46766
O 0.88174 -2.08731 -0.07577
C -1.39992 -0.31484 0.90755
N -0.37407 -0.22165 1.82111
H 0.25326 2.20624 0.07005

Cartesian forces, eV/Å:
H 0.3068 -0.2812 0.0073
C -0.6617 -2.4755 -0.5257
H -0.0719 -0.1903 0.0855
C -0.2890 -0.9703 0.6849
H -0.2908 -0.7084 0.2732
O 0.3357 0.8616 -0.2526
H -0.0629 -0.4200 0.2720
H 0.1856 -0.0277 -0.1627
H 0.3328 0.0451 -0.3195
H 0.0155 0.0467 0.0194
N 1.3523 1.7256 0.9865
O 0.0807 0.4320 -0.4997
C 0.3694 0.1591 -0.7896
N -0.8632 1.3064 1.0404
H -0.7392 0.4970 -0.8193


# 2
Molecular formula: C3H8N2O2
Method: DFT, ωB97M-V/def2-TZVPD

Results
SMILES: CC(=O)N(N)CO
HOMO level in eV: -9.597

Positions of all 15 atoms, in Å:
O 0.59014 1.19646 -1.64881
N -0.41654 -0.40956 -0.30087
H -0.92018 1.62605 -0.31079
H -2.02488 -1.52488 0.01411
C 0.35587 -0.57804 0.84655
C 1.13101 0.60678 1.36495
O 0.38480 -1.65486 1.44678
H 2.01209 0.24023 1.90119
H 1.49061 1.26243 0.57320
H -1.39071 0.72134 -1.78104
C -0.62064 0.84275 -1.01182
H 0.90453 0.36777 -2.04874
H 0.49992 1.17197 2.05481
H -0.73629 -2.36094 -0.42975
N -1.25977 -1.50749 -0.66983

Cartesian forces, eV/Å:
O 0.1113 0.0902 -0.1378
N -0.3693 -0.8649 0.6687
H 0.2965 0.1606 -0.2245
H 0.1324 0.0096 -0.2629
C -0.2768 -0.5565 0.3989
C 0.4355 0.0702 -0.2436
O -0.2077 0.9433 -0.9081
H -0.3596 -0.0327 0.0324
H -0.2280 0.0509 -0.0086
H -0.1279 -0.3439 0.4850
C 0.5133 -0.4733 -0.0216
H -0.0290 0.4658 0.0271
H 0.0468 -0.0237 -0.0306
H -0.0677 0.4978 -0.2387
N 0.1301 0.0066 0.4642


# 3
Molecular formula: C3H8N2O2
Method: DFT, ωB97M-V/def2-TZVPD

Results
HOMO level in eV: -7.552

Positions of all 15 atoms, in Å:
H 0.34448 1.40333 -1.32775
C 1.38979 -0.79153 -1.09366
H 1.68189 -0.77669 -0.05070
O -0.81993 -0.65792 -0.73367
H 0.98382 -1.73510 -1.42834
H 0.01847 1.48155 1.40257
N -0.08312 1.05967 0.48927
H -1.62553 -1.34438 1.79375
C -1.86070 -0.34365 1.42711
H -1.82375 0.36191 2.25955
N 0.86577 1.38519 -0.44815
H -2.88297 -0.35946 1.04709
H 2.51932 0.57425 -1.64806
O 2.20473 -0.27514 -2.00810
C -0.91227 0.01799 0.31910

Cartesian forces, eV/Å:
H 0.0317 0.0973 0.0474
C 0.7140 0.4458 0.5018
H 0.0004 0.0866 0.0114
O -0.3803 0.6287 0.5947
H -0.3982 0.2676 -0.1820
H -0.1075 -0.0548 -0.1520
N -0.2277 0.2032 0.2557
H -0.0056 0.0523 -0.0585
C -0.0692 0.0780 0.0611
H 0.0807 -0.0225 -0.0566
N -0.1761 -1.2069 -0.4682
H 0.0731 -0.0237 -0.0405
H -0.0213 -0.1750 -0.0487
O -0.0212 0.1754 0.0295
C 0.5073 -0.5520 -0.4950


# 4
Molecular formula: C3H8N2O2
Method: DFT, ωB97M-V/def2-TZVPD

Results
HOMO level in eV: -9.444

Positions of all 15 atoms, in Å:
H -2.19198 0.14105 -2.66835
H 2.10980 2.16437 1.83258
H -0.38130 2.46180 1.22248
N 0.17418 1.66211 0.96707
H 2.71792 -0.40370 1.01176
C 1.83963 0.20882 0.89566
H 0.14545 -1.54297 -0.08288
N 0.71250 -0.39266 0.41187
C 1.47646 1.47622 1.33079
H -1.29839 0.42062 0.19013
O -2.39316 -0.46865 -1.95840
O -0.70602 -2.12783 -0.64851
H -1.78373 -1.23103 -1.91544
C -0.26149 0.49184 0.36851
H -0.15988 -2.85999 -0.95728

Cartesian forces, eV/Å:
H 0.3492 -0.3521 -0.2039
H -0.0029 0.7154 0.1876
H -0.0698 -0.1078 -0.2305
N 0.3463 -0.9705 -0.2392
H 0.2235 0.4540 0.0699
C -1.2674 0.5956 0.9586
H -2.1656 -1.0738 -1.4976
N -0.4548 0.6318 -0.8159
C 1.1105 -1.4278 -0.7416
H -0.7342 -0.8025 -0.8226
O -0.6277 0.1451 0.2991
O 2.2306 0.3401 0.9761
H 0.2344 0.4416 0.1027
C 1.2255 1.6583 2.1281
H -0.3974 -0.2473 -0.1709


# 5
Molecular formula: C3H8N2O2
Method: DFT, ωB97M-V/def2-TZVPD

Results
HOMO level (alpha / beta) in eV: -9.248 / -9.247

Positions of all 15 atoms, in Å:
H -0.71906 -1.05574 1.84492
C -1.46936 -0.69841 1.12896
C 0.92020 0.74563 -0.38425
N 0.56709 -0.65559 -0.31755
H -1.37483 -0.35193 -1.04114
H -2.34108 -1.36872 1.11056
H 2.55209 1.31295 0.67513
H -0.86697 -2.07415 -0.69168
O -1.79718 0.58024 1.15335
O 0.16519 1.64247 0.20276
H -0.93266 1.15516 0.83828
H 0.78645 0.66053 -1.53842
H 2.88464 0.23004 -0.55989
C -0.73024 -1.01447 -0.45442
N 2.31804 1.01728 -0.26489

Cartesian forces, eV/Å:
H -0.0685 0.1293 -0.1209
C -0.0049 -0.0104 0.2884
C 0.0381 -0.0001 -0.0255
N -0.4412 0.0857 0.0302
H 0.0082 0.0358 0.2448
H 0.2665 0.0813 -0.2170
H -0.0556 -0.0231 -0.0767
H 0.0665 0.1775 0.1345
O 0.1009 -0.1048 0.0211
O -0.1308 -0.1512 0.0789
H 0.0194 0.0063 -0.1116
H -0.0308 -0.1662 -0.0468
H -0.0515 0.0933 0.0527
C 0.2213 -0.0096 -0.3726
N 0.0626 -0.1440 0.1206


# 6
Molecular formula: C3H8N2O2
Method: DFT, ωB97M-V/def2-TZVPD

Results
SMILES: c1c[nH]cn1.O.O
HOMO level in eV: -8.744

Positions of all 15 atoms, in Å:
H 1.93794 -0.61691 -0.80085
H 0.86513 0.11235 1.34276
H -0.44323 2.14974 0.69318
C -2.22811 0.66383 0.46312
C -1.03623 -1.07833 1.18066
H -0.59930 -1.96322 1.57910
N -2.34642 -0.62260 1.01218
N -0.16973 -0.02847 1.07676
H -3.08697 1.15064 0.14763
H 2.19138 -1.58050 0.30531
O 1.49390 0.34925 -2.32838
H 1.04368 -0.06421 -3.03130
O 2.47371 -0.66989 0.06425
H 0.84008 1.13983 -2.33109
C -0.93581 1.05849 0.62667

Cartesian forces, eV/Å:
H 1.2392 0.7351 1.4146
H -2.2774 -0.9499 -0.9236
H -1.2611 -2.8116 -0.6663
C 1.8402 -2.4672 2.5441
C -2.1113 3.1121 0.7653
H -0.6823 -0.8897 0.1800
N 2.9960 -1.7265 -1.7085
N 0.1087 1.9210 -0.3200
H -1.1898 1.0435 -0.3990
H 0.6639 0.6912 0.2570
O -1.6740 3.0726 0.6345
H -0.3447 -1.7827 -1.6345
O -1.6551 -1.4136 -1.4680
H 1.9049 -1.3575 0.8800
C 2.4428 2.8230 0.4444


# 7
Molecular formula: C3H8N2O2
Method: DFT, ωB97M-V/def2-TZVPD

Results
SMILES: NC[C@H](C=O)NO
HOMO level in eV: -8.748

Positions of all 15 atoms, in Å:
H 0.26546 0.07651 1.38049
N -0.56097 1.26794 -0.23323
H -0.49319 1.17131 -1.35739
H 2.18774 0.82783 0.00916
N 2.19298 -0.16363 0.14492
H 0.83355 -1.83589 -0.05901
H 3.00454 -0.47380 -0.42666
C -0.21896 -0.07681 0.47592
C 0.93164 -0.77999 -0.30338
H -1.71521 2.67936 0.16751
O -1.81312 1.73463 0.21371
H -1.35398 -2.01343 0.92795
H 0.78758 -0.73664 -1.39468
C -1.49847 -0.99674 0.49718
O -2.54958 -0.68063 -0.04250

Cartesian forces, eV/Å:
H 0.0779 0.6291 2.2178
N 2.0250 -1.6856 -1.3886
H -0.9489 -0.2066 3.3957
H -0.4556 0.6201 -0.0325
N 0.9508 -1.3369 -0.6730
H 0.6443 -0.1574 0.2732
H -0.9073 -0.0203 0.6150
C -2.0329 0.5536 -4.2640
C -0.5560 0.8699 -0.1202
H 0.1634 0.6763 0.2193
O -0.0711 -0.4088 -0.4324
H -0.0763 0.2596 0.1529
H -0.1953 0.1914 0.1530
C -0.5449 1.0776 -1.1350
O 1.9270 -1.0621 1.0188


# 8
Molecular formula: C3H8N2O2
Method: DFT, ωB97M-V/def2-TZVPD

Results
HOMO level in eV: -8.737

Positions of all 15 atoms, in Å:
H -1.85978 1.44024 1.45698
H -0.64239 0.85953 2.61894
H -0.65309 -1.19383 -1.37527
N 2.34473 -0.16236 -0.61745
C 0.33506 -0.98795 -1.78113
C -1.41227 0.55557 1.90834
H 0.82439 -1.92865 -2.03028
N -0.89515 -0.26824 0.81713
O 0.12737 1.15378 -0.22289
H 0.22432 -0.36178 -2.66690
C 1.14134 -0.27969 -0.76655
O 0.14993 -0.91252 1.11826
H 2.71775 0.44036 0.10522
H -2.18788 -0.04930 2.38452
H -0.21435 1.69483 -0.94891

Cartesian forces, eV/Å:
H -0.1210 -0.1318 0.0680
H 0.0233 -0.2233 -0.0203
H 0.0136 0.0235 -0.0445
N -0.2197 -0.6908 0.7647
C -0.4058 -0.3600 0.4758
C 0.1748 0.3723 -0.0940
H 0.0636 0.0884 -0.0590
N 1.5944 -2.2822 1.1184
O 1.6968 -1.1510 -0.3519
H 0.1264 0.0137 0.0662
C -0.4731 2.9908 -1.3216
O -2.5571 1.3831 -0.1817
H -0.1791 0.2873 -0.1730
H 0.0485 0.0388 0.0278
H 0.2144 -0.3588 -0.2749


# 9
Molecular formula: C3H8N2O2
Method: DFT, ωB97M-V/def2-TZVPD

Results
SMILES: CC[C@@H](N)[N+](=O)[O-]
HOMO level in eV: -10.523

Positions of all 15 atoms, in Å:
H -0.57021 -2.02357 0.51363
H 1.55110 1.66602 0.65532
H 0.35172 2.23057 1.81080
N -0.74704 -0.33672 -1.50540
H 1.29277 -0.15232 -0.79635
H 0.42878 -0.31615 1.44166
N 0.32175 -2.00899 -0.01380
C 0.51514 1.76857 0.89112
O -1.85056 -0.67874 -1.15150
H -1.10723 0.29175 1.09220
O -0.51588 -0.15561 -2.67812
H 0.01588 2.39839 0.26783
C -0.10861 0.32570 0.77976
C 0.26876 -0.35070 -0.49106
H 0.15364 -2.65821 -0.81611

Cartesian forces, eV/Å:
H 0.6118 -0.2602 -0.3785
H 0.7366 0.4186 -0.0941
H 0.0748 0.2347 1.9854
N -1.4494 -0.7282 -1.8831
H -0.4410 0.2396 -0.6113
H 0.4018 -0.1601 1.0987
N -0.8026 2.5686 -1.0193
C -0.2114 -3.2283 0.0772
O -0.9934 0.1556 1.0344
H -1.6184 -0.1332 -0.1979
O 1.3964 0.6926 -0.3810
H -1.0700 1.7877 -2.4264
C 2.4172 1.6945 0.4239
C 0.7222 -4.3010 1.8696
H 0.2254 1.0193 0.5023


# 10
Molecular formula: C3H8N2O2
Method: DFT, ωB97M-V/def2-TZVPD

Results
SMILES: NC(=O)CNCO
HOMO level in eV: -9.351

Positions of all 15 atoms, in Å:
C -0.74886 -0.54664 1.40386
C 0.37752 -1.09073 0.46252
H -1.78569 0.31952 -0.04853
H 1.59851 -0.27804 -2.02038
H -0.18258 -1.56885 -0.35406
C 1.16979 0.40501 -1.25309
H 1.15204 0.82832 0.72515
O -0.59720 -0.71037 2.64361
O -0.13936 0.76565 -1.61166
H -2.65722 0.54837 1.50703
N -1.87332 0.17321 0.92788
N 1.28999 -0.00399 0.11661
H 0.90433 -1.91158 0.90574
H 1.61884 1.45429 -1.34449
H -0.12678 1.61581 -2.06019

Cartesian forces, eV/Å:
C -0.7024 0.2196 4.1390
C -2.0858 0.6366 0.0926
H -0.6618 0.5792 -0.8725
H -0.2405 0.0707 0.9037
H 0.5343 0.5905 -0.5766
C 1.4828 3.0136 -0.2253
H 0.0943 -1.0968 -0.5451
O -0.4146 0.2703 -2.8980
O -2.0602 -0.4976 -0.4385
H 1.6002 -0.7251 -0.7077
N 1.7586 -1.3496 0.6491
N -0.2344 0.4634 -0.7458
H 0.1081 -0.1547 0.9226
H 0.9016 -1.8083 0.2513
H -0.0805 -0.2118 0.0513


no.,energy (eV)
1,-10315.50263
2,-10315.18195
3,-10312.22597
4,-10315.32619
5,-10311.43640
6,-10314.59159
7,-10312.68609
8,-10310.83244
9,-10311.79619
10,-10315.14324